No. 1
Molecular formula: C31H50CrP2
Method: DFT, wB97M-V/def2-TZVPD

```
84
C31H50CrP2 (wB97M-V/def2-TZVPD)
Cr 0.210 -0.516 1.659
C -0.504 -2.428 2.395
C 0.865 -2.551 1.973
C 0.780 -0.981 3.691
C -0.556 -1.459 3.458
C 1.660 -1.671 2.785
C -1.639 -3.286 1.946
H -1.418 -3.769 0.989
H -2.566 -2.706 1.838
H -1.845 -4.084 2.675
C -1.758 -1.181 4.296
H -2.682 -1.431 3.760
H -1.812 -0.124 4.585
H -1.741 -1.779 5.221
C 1.232 -0.092 4.799
H 1.285 -0.631 5.758
H 0.547 0.755 4.931
H 2.229 0.319 4.593
C 3.149 -1.641 2.822
H 3.528 -2.287 3.628
H 3.539 -0.633 3.010
H 3.582 -2.011 1.887
C 1.417 -3.570 1.036
H 1.790 -4.452 1.580
H 2.261 -3.169 0.459
H 0.662 -3.922 0.324
C -1.860 0.399 -5.432
C -1.758 -0.934 -5.495
C -0.795 -1.728 -6.329
C 0.518 -1.019 -6.720
C 1.326 -0.474 -5.577
C 1.211 0.723 -4.985
C 0.275 1.831 -5.357
C -0.999 1.419 -6.124
H -1.291 -2.045 -7.264
H 0.298 -0.254 -7.473
H -0.554 -2.663 -5.798
H -0.721 1.108 -7.135
H -2.709 0.829 -4.876
H -2.518 -1.540 -4.985
H -1.606 2.330 -6.254
H -0.014 2.377 -4.443
H 1.939 0.987 -4.206
H 0.811 2.569 -5.980
H 1.143 -1.766 -7.236
H 2.146 -1.134 -5.252
P -0.874 -0.442 -0.658
P 1.827 0.921 0.413
C 0.003 0.787 -1.748
C 0.924 1.741 -0.965
H -0.773 1.355 -2.288
H 0.568 0.225 -2.512
H 1.686 2.181 -1.626
H 0.353 2.575 -0.529
C 2.663 2.164 1.434
H 3.278 1.663 2.202
H 1.934 2.801 1.949
H 3.320 2.800 0.812
C 3.157 -0.007 -0.402
H 3.641 0.617 -1.170
H 2.756 -0.915 -0.877
H 3.909 -0.313 0.340
C -2.619 0.080 -0.563
H -3.157 -0.590 0.126
H -3.116 0.035 -1.547
H -2.692 1.099 -0.166
C -0.896 -2.028 -1.541
H 0.103 -2.489 -1.508
H -1.200 -1.911 -2.597
H -1.598 -2.711 -1.039
C -0.978 1.345 2.040
C -1.213 2.131 3.291
C -2.518 2.268 3.828
C -2.775 3.112 4.902
C -1.735 3.859 5.469
C -0.432 3.725 4.974
C -0.177 2.868 3.905
H -1.889 0.770 1.764
H -0.698 2.050 1.229
H -3.341 1.728 3.352
H -3.793 3.204 5.293
H -1.930 4.507 6.311
H 0.387 4.296 5.405
H 0.839 2.784 3.521
```

## Properties
E_LUMO (spin up / spin down) = -2.041 / -2.534 eV
HOMO (spin up / spin down) = -10.17 / -10.18 eV
Orbital gap (spin up / spin down) = 0.299 / 0.281 Ha
2S+1 = 4
Electronic energy = -79951.937 eV
Charge = +1
M = 536.7 g mol⁻¹
ΔE to the lowest compared entry with this formula, charge and spin = 0.0 kcal per mole
<S²> = 3.8661

---

No. 2
Molecular formula: C31H50NO4RuSSbSe2Si4Te2
Method: DFT, wB97M-V/def2-TZVPD

```
97
C31H50NO4RuSSbSe2Si4Te2 (wB97M-V/def2-TZVPD)
Ru -0.839 -0.781 2.596
Se 0.406 -0.605 4.746
Te -2.069 -1.114 5.026
Te -2.395 -3.031 2.988
Se -4.339 -2.285 1.733
C -2.795 3.131 4.262
Si -3.728 2.600 2.730
C -5.184 1.523 3.187
C -4.302 4.098 1.760
Sb -2.135 1.231 1.305
Si -3.279 0.876 -0.933
C -2.403 -0.569 -1.717
C -5.103 0.560 -0.651
C -3.061 2.390 -2.022
Si -0.206 2.779 0.756
C -0.640 4.461 0.053
C 0.838 1.833 -0.490
C 0.735 3.026 2.355
H -3.488 3.598 4.970
H -2.016 3.861 4.027
H -2.323 2.279 4.757
H -5.775 2.011 3.970
H -4.859 0.548 3.557
H -5.838 1.351 2.327
H -4.997 4.695 2.362
H -4.822 3.804 0.842
H -3.461 4.739 1.480
H -2.536 -1.468 -1.106
H -1.333 -0.344 -1.798
H -2.795 -0.757 -2.721
H -5.282 0.017 0.275
H -5.496 -0.052 -1.469
H -5.663 1.500 -0.630
H -2.018 2.717 -2.087
H -3.662 3.233 -1.666
H -3.392 2.137 -3.038
H -1.340 4.422 -0.787
H 0.284 4.942 -0.292
H -1.078 5.105 0.824
H 0.306 1.708 -1.439
H 1.082 0.836 -0.115
H 1.770 2.371 -0.699
H 0.103 3.460 3.135
H 1.571 3.715 2.179
H 1.139 2.094 2.745
C -0.668 2.141 -6.210
C -0.649 0.774 -5.582
C 0.534 0.246 -5.064
C 0.563 -1.019 -4.504
C -0.606 -1.767 -4.456
C -1.791 -1.267 -4.968
C -1.805 0.001 -5.529
S -0.588 -3.367 -3.716
O 0.467 -4.169 -4.271
O -1.933 -3.871 -3.739
N -0.096 -2.950 -2.198
C 0.316 -4.040 -1.300
C 1.375 -3.538 -0.334
C 0.891 -2.427 0.563
O 1.683 -1.992 1.529
O -0.194 -1.898 0.424
H 0.134 2.767 -5.820
H -1.617 2.646 -6.027
H -0.536 2.071 -7.293
H 1.443 0.836 -5.101
H 1.483 -1.426 -4.102
H -2.689 -1.872 -4.918
H -2.733 0.395 -5.930
H -0.785 -2.349 -1.752
H 0.747 -4.836 -1.904
H -0.540 -4.446 -0.757
H 2.229 -3.145 -0.893
H 1.769 -4.351 0.276
C 4.528 1.802 3.921
C 4.015 1.687 2.635
C 3.573 0.455 2.175
C 3.644 -0.680 2.988
C 4.158 -0.546 4.279
C 4.595 0.687 4.744
Si 3.111 -2.336 2.366
C 4.314 -3.140 1.203
C 4.542 -4.517 1.275
C 5.381 -5.150 0.369
C 6.011 -4.410 -0.623
C 5.811 -3.036 -0.699
C 4.974 -2.408 0.211
H 4.865 2.765 4.284
H 3.950 2.560 1.998
H 3.147 0.387 1.178
H 4.202 -1.406 4.938
H 4.980 0.779 5.752
H 2.802 -3.267 3.466
H 4.053 -5.106 2.048
H 5.545 -6.219 0.435
H 6.665 -4.902 -1.333
H 6.311 -2.458 -1.466
H 4.834 -1.332 0.147
```

## Properties
E_LUMO (spin up / spin down) = -0.306 / -0.967 eV
HOMO (spin up / spin down) = -6.50 / -6.95 eV
Orbital gap (spin up / spin down) = 0.228 / 0.220 Ha
2S+1 = 5
Electronic energy = -239387.944 eV
Charge = 0
M = 1281.1 g mol⁻¹
ΔE to the lowest compared entry with this formula, charge and spin = 0.0 kcal per mole
<S²> = 6.0596

---

No. 3
Molecular formula: C31H50P2Ru
Method: DFT, wB97M-V/def2-TZVPD

```
84
C31H50P2Ru (wB97M-V/def2-TZVPD)
Ru 1.179 1.139 -1.480
C -0.538 1.237 1.544
C -1.849 1.215 1.034
C -0.811 -0.712 0.310
C 0.152 0.107 1.040
C -2.022 0.010 0.318
C -0.020 2.140 2.598
H -0.373 3.166 2.429
H 1.080 2.124 2.616
H -0.379 1.820 3.593
C 1.217 -0.516 1.816
H 2.090 0.128 1.879
H 1.481 -1.476 1.384
H 0.833 -0.664 2.833
C -0.661 -2.172 0.097
H -0.767 -2.666 1.080
H 0.320 -2.469 -0.308
H -1.437 -2.579 -0.565
C -3.335 -0.482 -0.112
H -3.889 -0.953 0.719
H -3.213 -1.201 -0.921
H -3.921 0.359 -0.490
C -2.901 2.191 1.373
H -3.443 1.931 2.295
H -3.634 2.260 0.563
H -2.472 3.191 1.494
C 2.847 4.004 -3.151
C 2.356 4.873 -2.059
C 1.153 5.829 -2.151
C -0.024 5.155 -2.919
C -0.012 3.628 -2.987
C 0.429 3.029 -4.170
C 1.217 3.742 -5.173
C 2.466 4.434 -4.586
H 1.352 6.848 -2.540
H -0.136 5.572 -3.915
H 0.833 6.057 -1.106
H 2.277 5.513 -4.585
H 3.909 3.771 -3.172
H 3.026 5.157 -1.271
H 3.301 4.297 -5.300
H 1.550 3.075 -5.965
H -0.229 2.326 -4.651
H 0.601 4.455 -5.731
H -0.958 5.483 -2.434
H -0.913 3.164 -2.555
P 1.874 3.098 -1.863
P -0.335 -0.045 -2.740
C 2.164 1.172 -3.252
C 1.153 0.294 -3.893
H 3.105 0.693 -2.978
H 2.490 1.877 -4.066
H 0.711 0.814 -4.737
H 1.600 -0.646 -4.252
C -0.686 -1.780 -3.057
H -1.629 -2.017 -2.530
H 0.160 -2.389 -2.692
H -0.803 -1.896 -4.149
C -1.905 0.817 -3.043
H -1.860 1.324 -4.016
H -2.135 1.537 -2.240
H -2.698 0.052 -3.038
C 3.351 2.747 -0.718
H 3.022 2.911 0.320
H 4.148 3.476 -0.961
H 3.796 1.740 -0.808
C 0.643 3.440 -0.465
H 0.039 2.593 -0.126
H -0.136 4.134 -0.861
H 1.193 3.839 0.390
C 2.667 -0.422 -0.925
C 2.651 -1.916 -1.080
C 2.849 -2.797 0.001
C 2.648 -4.168 -0.160
C 2.313 -4.709 -1.400
C 2.351 -3.867 -2.527
C 2.633 -2.490 -2.366
H 3.584 -0.194 -1.516
H 2.928 -0.248 0.118
H 3.087 -2.403 0.975
H 2.663 -4.837 0.692
H 2.035 -5.755 -1.528
H 2.091 -4.261 -3.517
H 2.770 -1.829 -3.234
```

## Properties
E_LUMO (spin up / spin down) = -3.313 / -4.615 eV
HOMO (spin up / spin down) = -8.49 / -10.06 eV
Orbital gap (spin up / spin down) = 0.190 / 0.200 Ha
2S+1 = 6
Electronic energy = -54099.087 eV
Charge = +1
M = 585.8 g mol⁻¹
ΔE to the lowest compared entry with this formula, charge and spin = 208.7 kcal per mole
<S²> = 8.8529

---

No. 4
Molecular formula: C31H51FN2O7
Method: DFT, wB97M-V/def2-TZVPD

```
92
C31H51FN2O7 (wB97M-V/def2-TZVPD)
F -1.551 5.359 -3.073
C -2.198 4.289 -2.450
C -1.398 3.884 -1.212
C -1.071 2.420 -1.102
C -1.989 1.438 -1.554
N -1.808 0.150 -1.486
C -0.616 -0.195 -0.902
C -0.304 -1.564 -0.737
C 0.863 -1.960 -0.180
C 1.823 -1.006 0.227
C 1.549 0.332 0.079
C 0.320 0.756 -0.468
N 0.078 2.099 -0.568
H -2.271 3.502 -3.194
H -3.179 4.662 -2.175
H -1.900 4.228 -0.312
H -0.451 4.416 -1.259
H -2.922 1.792 -1.973
H -1.001 -2.321 -1.059
H 1.050 -3.016 -0.053
H 2.761 -1.325 0.653
H 2.262 1.093 0.351
C -1.337 -2.256 3.110
C -1.223 -3.760 3.135
O -1.055 -4.393 2.118
C -1.330 -4.437 4.480
H -1.239 -1.913 2.082
H -2.310 -1.949 3.497
H -0.549 -1.806 3.714
H -2.301 -4.220 4.929
H -0.537 -4.083 5.139
H -1.232 -5.512 4.354
C 6.401 0.990 1.189
C 5.426 1.886 0.464
O 4.255 1.922 0.770
C 5.973 2.730 -0.657
H 5.880 0.439 1.969
H 6.849 0.283 0.488
H 7.193 1.589 1.641
H 6.415 2.089 -1.422
H 6.736 3.413 -0.283
H 5.171 3.312 -1.103
C 4.971 7.187 -1.675
C 6.129 6.495 -1.001
O 6.832 5.711 -1.597
C 6.366 6.818 0.455
H 4.906 6.865 -2.711
H 4.038 6.934 -1.170
H 5.112 8.269 -1.641
H 5.486 6.552 1.044
H 6.563 7.884 0.574
H 7.223 6.255 0.819
C -6.452 0.615 -3.673
C -5.887 0.507 -2.277
O -5.701 1.492 -1.598
C -5.552 -0.867 -1.768
H -6.635 1.660 -3.910
H -5.746 0.202 -4.395
H -7.391 0.064 -3.740
H -4.801 -1.317 -2.419
H -6.442 -1.499 -1.756
H -5.150 -0.796 -0.760
C -0.759 -6.649 -3.137
C 0.008 -6.395 -1.860
O 1.167 -6.720 -1.747
C -0.740 -5.718 -0.738
H -0.110 -7.138 -3.861
H -1.618 -7.291 -2.936
H -1.113 -5.705 -3.554
H -1.599 -6.321 -0.441
H -1.091 -4.737 -1.061
H -0.086 -5.594 0.119
C 1.639 4.868 -4.617
C 2.173 4.726 -3.213
O 2.317 5.686 -2.491
C 2.520 3.333 -2.747
H 1.430 5.915 -4.822
H 2.374 4.500 -5.335
H 0.717 4.293 -4.724
H 3.299 2.905 -3.381
H 1.636 2.693 -2.781
H 2.878 3.376 -1.722
C -4.972 -6.684 5.898
C -4.222 -6.422 7.182
O -3.074 -6.772 7.323
C -4.968 -5.704 8.281
H -4.319 -7.204 5.201
H -5.849 -7.302 6.094
H -5.291 -5.740 5.451
H -5.845 -6.282 8.577
H -5.291 -4.721 7.935
H -4.315 -5.582 9.141
```

## Properties
E_LUMO = -0.043 eV
HOMO = -8.96 eV
Orbital gap = 0.328 Ha
2S+1 = 1
Electronic energy = -53004.243 eV
Charge = 0
M = 582.8 g mol⁻¹
SMILES = FCCc1cnc2ccccc2n1.CC(C)=O.CC(C)=O.CC(C)=O.CC(C)=O.CC(C)=O.CC(C)=O.CC(C)=O

---

No. 5
Molecular formula: C31H51N3
Method: DFT, wB97M-V/def2-TZVPD

```
85
C31H51N3 (wB97M-V/def2-TZVPD)
C 2.643 5.477 1.376
N 2.840 4.050 1.493
H 2.032 3.618 1.936
C 3.030 3.397 0.214
H 4.021 3.667 -0.166
C 2.936 1.879 0.389
N 1.584 1.560 0.829
H 0.945 1.606 0.038
C 1.462 0.244 1.426
H 2.036 -0.516 0.874
C -0.009 -0.191 1.454
N -0.497 -0.184 0.088
H -0.334 -1.082 -0.355
C -1.841 0.293 -0.157
C -2.973 -0.608 0.361
H -2.790 -1.627 0.008
H -2.932 -0.621 1.454
C -4.399 -0.207 -0.056
C -4.601 -0.338 -1.569
H -4.374 -1.360 -1.884
C -6.042 0.009 -1.942
C -7.004 -0.944 -1.236
C -6.822 -0.811 0.274
C -7.128 0.623 0.703
C -6.167 1.574 -0.007
C -6.347 1.445 -1.518
H -5.675 2.136 -2.033
H -7.371 1.706 -1.795
C -4.724 1.230 0.364
H -4.051 1.927 -0.138
H -4.582 1.340 1.442
H -6.381 2.604 0.300
H -8.159 0.877 0.450
H -7.016 0.719 1.786
C -5.382 -1.155 0.646
H -5.164 -2.187 0.359
H -5.255 -1.078 1.729
H -7.503 -1.500 0.787
H -6.804 -1.973 -1.546
H -8.034 -0.706 -1.511
H -6.166 -0.085 -3.027
H -3.924 0.334 -2.099
H -1.916 1.283 0.300
H -1.933 0.410 -1.240
H -0.573 0.565 2.011
C -0.149 -1.549 2.192
C 0.602 -2.645 1.497
C -0.005 -3.400 0.499
C 0.705 -4.364 -0.195
C 2.037 -4.592 0.101
C 2.648 -3.863 1.108
C 1.936 -2.902 1.800
H 2.418 -2.344 2.590
H 3.684 -4.045 1.354
H 2.594 -5.341 -0.444
H 0.216 -4.938 -0.969
H -1.051 -3.245 0.273
H 0.233 -1.420 3.206
H -1.206 -1.811 2.254
H 1.858 0.297 2.446
H 3.602 1.606 1.215
C 3.363 1.146 -0.899
H 2.711 0.283 -1.057
C 4.818 0.664 -0.881
C 4.987 -0.567 0.011
C 6.438 -1.037 0.028
C 6.910 -1.363 -1.385
C 6.746 -0.145 -2.288
C 5.294 0.326 -2.296
H 4.659 -0.461 -2.710
H 5.197 1.205 -2.938
H 7.062 -0.389 -3.305
H 7.385 0.663 -1.924
H 7.956 -1.677 -1.368
H 6.317 -2.190 -1.783
H 6.534 -1.919 0.665
H 7.069 -0.250 0.448
H 4.664 -0.340 1.029
H 4.351 -1.373 -0.366
H 5.446 1.471 -0.489
H 3.216 1.818 -1.749
H 2.280 3.716 -0.534
H 3.549 5.923 0.962
H 1.799 5.755 0.724
H 2.472 5.896 2.366
```

## Properties
E_LUMO = 0.675 eV
HOMO = -8.17 eV
Orbital gap = 0.325 Ha
2S+1 = 1
Electronic energy = -37446.958 eV
Charge = 0
M = 465.8 g mol⁻¹
ΔE to the lowest compared entry with this formula, charge and spin = 1.0 kcal per mole
SMILES = CNC[C@H](CC1CCCCC1)NC[C@H](Cc1ccccc1)NCC[C@]12C[C@H]3C[C@H](C[C@H](C3)C1)C2